A | Computed, not measured: a 2-piece molecular cluster, C2H11N2O overall, with ωB97M-V/def2-TZVPD.

XYZ file:
```
16
Properties=species:S:1:pos:R:3:lowdin_charge:R:1
H -1.9085 0.5158 -1.6047 0.096
H 2.4106 -0.9440 0.1911 0.094
H -2.7585 -0.8228 0.2555 0.134
H 0.2161 0.7748 0.4865 0.073
H -0.8187 -1.6349 1.3628 0.088
C -1.6801 -0.5881 -0.0011 -0.336
H 1.5837 1.7507 0.3010 0.174
C 1.9632 -0.1413 -0.4313 -0.010
H 2.8173 0.4315 -0.9097 0.110
N 1.2446 0.8019 0.5781 0.113
H -1.9238 1.4254 -0.2022 0.069
H 1.4941 0.5138 1.5266 0.155
N -1.4776 0.7044 -0.7045 0.031
H -1.5167 -1.4657 -0.7631 0.148
H 1.1960 -0.5820 -1.1912 0.123
O -0.8415 -0.7396 1.1062 -0.062
```

The frontier orbital gap is 10.878 eV. The spin multiplicity is 1. The total charge is +1. The highest occupied orbital energy is -14.0670 eV.

B | Computed, not measured: a 2-piece molecular cluster, C2H11N2O overall, with ωB97M-V/def2-TZVPD.

XYZ file:
```
16
Properties=species:S:1:pos:R:3:lowdin_charge:R:1
C -0.2967 -1.5736 -0.2927 -0.283
H -0.8665 3.1951 -0.4257 0.071
H -0.0831 -1.6166 -1.3846 0.125
N -1.5135 -0.9328 -0.0062 0.020
H -1.7875 0.0268 -0.1033 0.066
H -1.3045 2.5490 1.0454 0.069
H 2.2898 0.6179 -0.4299 0.163
H -0.1080 -2.5554 0.1504 0.137
H 1.8859 -1.3910 0.3701 0.121
H 0.8303 1.2840 0.0927 0.112
H 0.9324 0.4240 -1.2867 0.158
N 1.2896 0.4660 -0.3289 0.187
O -0.7937 2.4948 0.2321 -0.046
C 0.9223 -0.8908 0.3266 -0.130
H 0.7488 -0.6980 1.4138 0.141
H -2.1457 -1.3995 0.6269 0.090
```

The frontier orbital gap is 9.691 eV. The spin multiplicity is 1. The total charge is +1. The highest occupied orbital energy is -13.0403 eV.

Calculated relative energies: A 26.5; B 0.0, given in kJ/mol

A | Computed, not measured: a 2-piece molecular cluster, C2H11N2O overall, with ωB97M-V/def2-TZVPD.

XYZ file:
```
16
Properties=species:S:1:pos:R:3:lowdin_charge:R:1
H 2.5230 -1.8475 -0.4152 0.090
H 0.1363 2.2807 0.2486 0.062
H 2.5082 -0.2225 -1.2151 0.104
N -1.9018 -0.1005 0.6606 0.030
H -2.0893 0.2325 1.6213 0.108
N 0.7100 -0.9940 -0.2081 0.088
H 0.4986 -1.4485 0.7504 0.190
O -0.0562 1.4241 0.0457 -0.064
H -1.9704 2.0316 0.3938 0.129
H 0.2893 -0.0164 -0.2869 0.057
H 2.5280 -0.3301 0.5469 0.085
H -1.7263 1.0076 -1.0586 0.123
C -1.5033 1.1319 -0.0039 -0.248
H -2.5967 -0.6168 0.1532 0.087
C 2.2300 -0.8168 -0.3483 0.003
H 0.4207 -1.7153 -0.8845 0.157
```

The frontier orbital gap is 11.179 eV. The spin multiplicity is 1. The total charge is +1. The highest occupied orbital energy is -14.3101 eV.

B | Computed, not measured: a 2-piece molecular cluster, C2H11N2O overall, with ωB97M-V/def2-TZVPD.

XYZ file:
```
16
Properties=species:S:1:pos:R:3:lowdin_charge:R:1
H -0.4862 2.0049 0.5403 0.131
C 0.3956 1.1438 -1.2229 -0.218
H -1.3923 1.4050 -2.2522 0.092
N -0.8686 0.6701 -1.8101 0.003
H -0.7400 0.0104 -2.5555 0.088
C 0.1731 1.1756 0.2740 -0.154
O 0.7681 -2.3749 1.6940 -0.053
H 0.4520 -3.2889 1.7888 0.076
H 0.0875 -0.7792 1.0123 0.110
H 1.6125 -2.4611 2.1713 0.077
N -0.5773 -0.0375 0.7133 0.167
H -1.1872 0.1160 1.5098 0.167
H 1.2291 0.5119 -1.5175 0.124
H 1.0596 1.3902 0.8651 0.133
H 0.6584 2.1558 -1.5270 0.126
H -1.1371 -0.2448 -0.1294 0.130
```

The frontier orbital gap is 11.537 eV. The spin multiplicity is 1. The total charge is +1. The highest occupied orbital energy is -14.5227 eV.

Calculated relative energies: A 116.8; B 0.0, given in kJ/mol

A | Computed, not measured: a 2-piece molecular cluster, C5H14NO2 overall, with ωB97M-V/def2-TZVPD.

XYZ file:
```
22
Properties=species:S:1:pos:R:3:lowdin_charge:R:1
C -0.4233 2.4161 -0.5651 -0.508
C 0.0993 -1.3348 -0.6975 -0.358
C -0.4506 -0.0261 -0.2894 -0.267
H 0.4901 -1.3460 -1.7889 0.150
N -0.3740 1.1414 -1.1678 -0.095
H -1.5002 -0.1601 -0.2289 0.080
H -1.0063 -3.1377 0.2007 0.044
H 1.8439 -2.5840 0.0535 0.089
O 0.8006 2.5732 0.0323 -0.355
H 0.4958 2.2822 1.6103 -0.030
H 1.8378 -0.8660 0.5971 0.058
H -1.1827 2.6574 0.2150 0.109
H 0.0285 0.3700 0.6837 0.129
H 0.7134 -2.0234 1.2964 0.079
H 1.3231 2.7688 2.6065 -0.016
H -1.3544 -2.9756 -1.4579 0.063
C -1.1016 -2.4099 -0.5552 -0.062
H -1.9991 -1.9837 -0.3642 0.013
C 1.1805 -1.6699 0.3457 -0.112
O 0.5774 2.1811 2.6282 -0.177
H 0.4785 1.0454 -1.7273 0.096
H -0.4765 3.0816 -1.4271 0.072
```

The frontier orbital gap is 6.588 eV. The spin multiplicity is 1. The total charge is -1. The highest occupied orbital energy is -2.8626 eV.

B | Computed, not measured: a 2-piece molecular cluster, C5H14NO2 overall, with ωB97M-V/def2-TZVPD.

XYZ file:
```
22
Properties=species:S:1:pos:R:3:lowdin_charge:R:1
H 0.3660 -1.7015 0.8464 0.137
H -2.3825 0.1389 -0.2522 0.065
C -1.4666 0.4024 0.2210 -0.458
O -2.4638 3.7513 1.0008 -0.149
C 0.5763 -1.4785 -0.2616 -0.412
N 1.9805 -1.1945 -0.5807 -0.106
H -2.0947 2.8003 1.0365 -0.020
H 2.3328 -1.9529 -1.0240 0.029
H -0.2175 0.2386 -1.6201 0.079
H -2.1850 3.9239 0.1620 -0.072
H 0.5524 0.7516 -0.1061 0.112
H 2.3643 -1.2616 1.6312 0.087
C -0.1116 -0.0825 -0.5937 -0.120
C 0.1259 -2.6605 -1.1312 -0.087
C 2.7448 -0.8411 0.6153 -0.159
H 2.7018 0.2102 0.8451 0.046
H 0.3537 -3.6903 -0.6880 0.088
O -1.1783 1.6566 0.5145 -0.317
H -1.4369 -0.1590 1.0999 0.047
H 0.6626 -2.6747 -2.0848 0.057
H 3.8867 -1.0869 0.5755 0.089
H -0.8426 -2.4776 -1.5774 0.063
```

The frontier orbital gap is 6.435 eV. The spin multiplicity is 1. The total charge is -1. The highest occupied orbital energy is -2.9030 eV.

C | Computed, not measured: a 2-piece molecular cluster, C5H14NO2 overall, with ωB97M-V/def2-TZVPD.

XYZ file:
```
22
Properties=species:S:1:pos:R:3:lowdin_charge:R:1
H 2.5147 0.9246 2.1004 0.061
C -1.3819 0.9938 0.5899 -0.166
H -2.8130 0.6097 -1.0731 0.072
H 0.6426 -1.1584 -1.8712 -0.011
H -2.2507 -1.6276 0.4253 0.082
H 0.5327 -0.8472 0.5679 0.077
O 1.5382 -0.9249 -2.2370 -0.132
H 2.9673 0.1452 0.4908 0.057
H -1.5257 2.0669 0.3572 0.082
H 0.4490 1.4607 -0.4962 0.078
H 2.0172 -0.6480 -1.4474 -0.016
N 0.9549 -0.0015 1.0143 -0.167
H 2.6123 -0.9089 1.8262 0.076
O -0.5134 -1.7221 -0.6901 -0.367
H -1.1433 0.5485 -1.4967 0.089
C 0.2426 1.1603 0.5180 -0.266
C 2.3458 0.0897 1.4143 -0.163
H 0.6126 2.0160 1.1466 0.097
C -1.8461 0.2329 -0.7035 -0.219
H -2.4875 -1.6341 -1.4364 0.079
H -1.6424 0.5839 1.5643 0.091
C -1.8261 -1.3594 -0.5637 -0.433
```

The frontier orbital gap is 7.217 eV. The spin multiplicity is 1. The total charge is -1. The highest occupied orbital energy is -3.2420 eV.

Calculated relative energies: A 70.0; B 115.5; C 0.0, given in kJ/mol